Formula: C16H56O12
Source: the OMol25 dataset
Level of theory: ωB97M-V/def2-TZVPD

Positions of all 84 atoms, in Å:
1 C 1.89 -0.09 -3.42
2 C 0.75 0.71 -4.09
3 C -0.21 -0.10 -4.96
4 O 0.05 1.34 -3.06
5 H 1.66 -0.84 -2.66
6 H 2.56 0.55 -2.84
7 H 2.50 -0.60 -4.16
8 H 1.18 1.49 -4.72
9 H -1.08 0.43 -5.35
10 H -0.58 -0.98 -4.43
11 H 0.31 -0.52 -5.82
12 H 0.75 1.76 -2.56
13 C -4.52 -1.28 -0.60
14 C -5.46 -2.34 0.06
15 O -4.77 -2.94 1.11
16 H -4.00 -0.66 0.14
17 H -5.01 -0.59 -1.29
18 H -3.76 -1.87 -1.10
19 H -5.92 -3.02 -0.66
20 H -6.22 -1.66 0.45
21 H -5.41 -3.42 1.65
22 C 3.64 4.16 1.53
23 C 2.57 3.37 2.30
24 O 2.03 2.31 1.50
25 H 3.91 5.01 2.15
26 H 3.18 4.60 0.64
27 H 4.53 3.61 1.21
28 H 1.77 4.00 2.67
29 H 3.04 2.92 3.18
30 H 1.85 1.58 2.09
31 C -0.23 -0.16 0.07
32 O -1.37 -0.53 0.89
33 H -0.31 -0.56 -0.94
34 H -0.27 0.90 -0.19
35 H 0.70 -0.44 0.55
36 H -1.45 -1.48 0.98
37 C -2.99 1.50 -1.95
38 O -2.81 1.16 -3.34
39 H -2.49 2.45 -1.75
40 H -4.02 1.67 -1.65
41 H -2.57 0.70 -1.34
42 H -1.88 1.21 -3.54
43 C -1.94 -1.60 4.51
44 O -0.90 -0.71 4.55
45 H -2.63 -1.68 3.66
46 H -1.54 -2.61 4.54
47 H -2.60 -1.47 5.36
48 H -0.33 -0.92 5.29
49 C 2.71 3.40 -2.02
50 O 1.71 2.64 -1.46
51 H 2.94 3.19 -3.07
52 H 2.35 4.43 -1.99
53 H 3.63 3.40 -1.44
54 H 1.97 2.55 -0.54
55 C -1.66 3.08 1.60
56 O -2.58 2.07 1.73
57 H -1.47 3.12 0.53
58 H -2.07 4.01 2.01
59 H -0.72 2.80 2.07
60 H -2.13 1.22 1.73
61 C -1.76 -4.14 0.02
62 O -2.09 -3.37 1.19
63 H -0.76 -4.56 0.16
64 H -2.39 -5.00 -0.16
65 H -1.78 -3.44 -0.82
66 H -3.02 -3.16 1.16
67 C 3.79 0.00 -0.30
68 O 4.33 -1.32 -0.16
69 H 3.70 0.40 0.71
70 H 4.41 0.74 -0.80
71 H 2.80 0.00 -0.76
72 H 3.89 -1.93 -0.76
73 C 2.14 -0.72 3.41
74 O 1.16 0.26 3.06
75 H 2.27 -0.73 4.49
76 H 1.88 -1.71 3.04
77 H 3.09 -0.54 2.90
78 H 0.27 0.01 3.33
79 C 1.94 -3.54 -0.26
80 O 2.57 -3.20 -1.51
81 H 2.65 -3.22 0.49
82 H 0.95 -3.13 -0.06
83 H 1.79 -4.59 -0.04
84 H 1.90 -3.40 -2.16

SMILES string: CC(C)O.CCO.CCO.CO.CO.CO.CO.CO.CO.CO.CO.CO
Lowest unoccupied orbital energy in eV: 0.44
Total charge: 0
Spin multiplicity: 1
HOMO energy in eV: -9.2
Energy relative to the best compared isomer or geometry (same formula, charge and spin) in eV: 2.086

Löwdin atomic charge list, values in e, 4 entries: C -0.039; C -0.463; C -0.047; O -0.072